1.
95
Properties=species:S:1:pos:R:3:mulliken_charge:R:1 method="wB97M-V/def2-TZVPD" gap_ha=0.234
C -1.34 -0.47 -5.29 -1.490
C -0.97 -1.74 -4.58 0.229
H -1.30 -0.52 -6.38 0.422
H -0.63 0.28 -4.92 0.151
H -2.35 -0.10 -5.03 0.283
C -0.40 -2.82 -5.13 0.291
C -0.01 -2.86 -6.56 -1.692
H -0.11 -3.67 -4.50 0.417
H 0.52 -1.92 -6.81 0.347
H -0.87 -2.96 -7.24 0.356
H 0.67 -3.70 -6.75 0.384
Y 1.00 1.02 0.27 1.207
Cl 2.26 3.28 0.36 -0.615
C 0.14 -2.15 1.16 -0.618
O 0.89 -1.17 0.92 -0.680
N 0.27 -2.90 2.25 0.683
C 1.50 -2.76 3.03 -1.045
C -0.56 -4.08 2.52 -0.864
H -0.66 -2.44 0.47 0.907
H 1.74 -1.70 3.09 0.237
H 2.32 -3.30 2.53 0.258
H 1.31 -3.19 4.02 0.347
H -1.61 -3.86 2.31 0.270
H -0.45 -4.34 3.58 0.323
H -0.27 -4.95 1.92 0.276
H 0.78 2.25 5.23 0.140
H -1.06 4.80 4.16 0.288
C 1.30 2.83 4.46 -0.760
C -0.16 4.70 3.54 -0.779
N 0.33 3.33 3.50 0.664
H 1.97 2.15 3.92 0.213
C 0.09 2.52 2.49 -0.245
O 0.64 1.37 2.42 -0.653
H -0.41 5.00 2.51 0.221
H -0.60 2.87 1.70 0.651
H 1.85 3.67 4.90 0.361
H 0.62 5.37 3.94 0.352
H 1.86 0.02 -4.25 0.076
H 2.61 -2.82 -4.12 0.231
C 2.86 0.04 -3.82 -0.941
C 3.46 -2.35 -3.60 -0.849
N 3.06 -1.11 -2.95 0.364
H 3.00 0.97 -3.26 0.281
C 2.85 -1.04 -1.64 0.086
O 2.51 0.03 -1.07 -0.770
H 3.86 -3.05 -2.86 0.311
H 3.00 -1.98 -1.06 0.446
H 3.60 -0.03 -4.63 0.430
H 4.23 -2.12 -4.35 0.349
O 0.03 -0.64 -3.05 -0.380
C -0.94 -1.54 -3.05 -0.212
C 0.44 -3.38 -1.89 1.042
C -0.80 -2.79 -2.15 -0.085
H 1.34 -2.87 -2.23 -0.086
C 0.50 -4.62 -1.25 -0.774
H -1.91 -1.08 -2.78 0.149
C -1.96 -3.34 -1.59 -0.552
H 1.47 -5.12 -1.13 0.393
C -0.67 -5.22 -0.77 -0.735
C -1.90 -4.57 -0.92 -0.608
H -2.91 -2.81 -1.73 0.439
H -0.63 -6.21 -0.30 0.479
H -2.82 -5.02 -0.53 0.415
Si -0.12 3.95 -2.45 0.376
Cl -0.11 1.77 -1.96 0.062
C 1.63 4.58 -2.60 -0.993
C -1.07 4.67 -1.00 -0.767
C -1.03 4.13 -4.05 -1.035
H 2.37 3.79 -2.72 0.244
H 1.91 5.16 -1.71 0.332
H 1.71 5.25 -3.47 0.388
H -0.39 3.90 -4.92 0.291
H -1.38 5.17 -4.18 0.358
H -1.91 3.47 -4.11 0.274
H -1.14 4.01 -0.13 0.021
H -2.10 4.90 -1.31 0.401
H -0.62 5.61 -0.66 0.329
C -0.99 0.83 7.84 -1.706
C -1.45 0.92 6.41 0.765
C -1.10 -0.08 5.50 -0.656
C -1.47 0.00 4.18 0.075
C -2.18 1.12 3.71 0.365
C -2.62 2.09 4.64 -0.767
C -2.23 2.00 5.96 -0.462
S -2.49 0.21 0.92 0.335
O -2.28 1.42 2.42 -0.539
O -2.31 -1.09 1.56 -0.407
O -1.24 0.65 0.21 -0.105
H -1.67 0.22 8.45 0.378
H 0.00 0.36 7.89 0.352
H -0.93 1.82 8.28 0.375
H -0.52 -0.94 5.85 0.344
H -1.16 -0.75 3.46 0.204
H -3.22 2.92 4.26 0.503
H -2.51 2.78 6.68 0.329



2.
86
Properties=species:S:1:pos:R:3:mulliken_spin:R:1 method="wB97M-V/def2-TZVPD" gap_ha="0.192 / 0.117" total_charge=+3 multiplicity=5
Ir -0.13 -0.29 -0.41 0.896
P 0.12 -2.45 -1.36 0.170
P 2.10 0.03 0.07 0.188
P -2.42 -0.02 -0.95 0.084
H 1.87 4.30 -0.94 0.001
C 0.88 4.76 -0.80 -0.008
C 0.17 4.65 0.33 0.005
H 0.55 4.08 1.20 0.001
C 0.78 -2.37 -3.10 0.038
C 1.37 -3.50 -0.58 0.014
C -1.37 -3.41 -1.57 0.023
C 2.35 1.77 0.51 0.064
C 2.87 -1.04 1.35 0.042
C 3.26 -0.17 -1.34 0.011
C -2.81 1.63 -0.23 0.043
C -3.71 -1.22 -0.44 0.009
C -2.80 0.19 -2.72 0.043
H 0.45 5.27 -1.66 -0.001
H -0.84 5.05 0.43 0.001
H 0.12 -1.74 -3.70 0.001
H 0.78 -3.39 -3.44 0.004
H 1.80 -1.95 -3.15 -0.002
H 1.27 -4.48 -1.08 -0.002
H 1.18 -3.62 0.49 -0.001
H 2.39 -3.14 -0.75 -0.001
H -1.04 -4.31 -2.12 0.002
H -2.14 -2.89 -2.17 0.000
H -1.79 -3.72 -0.61 0.005
H 3.33 2.09 0.15 -0.005
H 2.30 1.92 1.60 -0.012
H 1.58 2.39 0.03 -0.023
H 3.60 -1.72 0.89 -0.001
H 2.13 -1.64 1.89 0.014
H 3.41 -0.42 2.08 0.003
H 4.27 0.10 -1.00 0.002
H 2.99 0.50 -2.17 0.007
H 3.28 -1.21 -1.70 -0.004
H -3.84 1.65 0.15 0.007
H -2.70 2.37 -1.03 -0.003
H -2.11 1.90 0.57 0.001
H -4.23 -1.57 -1.34 -0.001
H -4.44 -0.73 0.22 -0.001
H -3.29 -2.09 0.07 0.000
H -3.84 -0.11 -2.92 0.004
H -2.12 -0.42 -3.32 -0.005
H -2.67 1.25 -3.00 -0.002
C 0.33 1.73 -3.19 0.097
C 1.08 0.86 -4.06 0.152
C 0.86 0.86 -5.42 -0.017
C -0.04 1.75 -6.04 0.273
C -0.71 2.69 -5.20 -0.029
C -0.52 2.69 -3.85 0.148
O 0.29 1.73 -1.87 0.360
H 0.64 -0.95 -1.66 0.175
H 1.79 0.17 -3.65 0.016
H 1.41 0.18 -6.11 0.005
H -0.20 1.73 -7.11 -0.001
H -1.40 3.42 -5.65 0.004
H -1.06 3.38 -3.19 0.004
C -2.48 -0.66 2.45 0.095
P -0.74 -0.46 1.89 0.231
C -0.28 1.03 2.91 0.004
C -1.23 2.06 3.13 0.000
C -0.87 3.17 3.91 0.001
C 0.42 3.29 4.41 0.017
C 1.36 2.30 4.17 -0.002
C 1.01 1.17 3.45 0.029
C -0.08 -1.87 2.89 0.253
C 0.45 -1.76 4.18 -0.036
C 0.99 -2.87 4.84 0.181
C 0.94 -4.13 4.24 0.228
C 0.29 -4.28 3.02 0.090
C -0.27 -3.17 2.36 0.082
H -3.16 0.09 2.04 0.010
H -2.49 -0.57 3.55 0.000
H -2.84 -1.66 2.19 0.003
H -2.23 1.99 2.73 0.004
H -1.62 3.94 4.09 0.000
H 0.70 4.18 5.00 0.000
H 2.39 2.40 4.55 0.000
H 1.75 0.37 3.30 -0.014
H 0.44 -0.79 4.71 0.000
H 1.45 -2.74 5.82 0.002
H 1.37 -4.99 4.75 -0.012
H 0.18 -5.27 2.57 0.004
H -0.85 -3.32 1.45 0.030



3.
94
Properties=species:S:1:pos:R:3:mulliken_charge:R:1 method="wB97M-V/def2-TZVPD" gap_ha=0.256 total_charge=+1
Tl -0.52 1.94 -0.44 0.794
C 0.98 -1.46 3.03 -1.312
Sb 0.51 -0.89 1.00 0.174
C -0.49 0.98 1.63 0.021
C -1.93 1.27 1.81 0.391
C -2.50 1.25 3.09 -0.568
C -3.85 1.52 3.22 -0.665
C -4.60 1.84 2.09 -0.827
C -3.95 1.90 0.88 -0.745
N -2.65 1.62 0.76 0.066
Si 0.60 2.32 2.51 0.411
C 0.83 1.93 4.32 -1.251
C -0.27 3.96 2.38 -1.098
C 2.29 2.40 1.71 -0.896
C -0.72 -2.59 0.35 2.755
C -1.47 -2.09 -0.86 -1.837
C -2.03 -3.00 -1.78 -0.867
C -2.74 -2.54 -2.86 -0.983
C -2.91 -1.17 -3.03 -1.315
C -2.34 -0.34 -2.09 -0.278
N -1.62 -0.77 -1.04 0.706
Si -1.95 -3.29 1.63 0.129
C -2.83 -1.88 2.47 -0.694
C -1.07 -4.33 2.90 -1.012
C -3.29 -4.31 0.82 -1.265
Si 0.60 -3.88 -0.24 0.830
C 1.25 -3.32 -1.91 -0.831
C 2.04 -3.99 0.94 -1.319
C -0.10 -5.61 -0.41 -1.171
H 1.60 -0.67 3.45 0.203
H 1.54 -2.39 3.03 0.559
H 0.10 -1.57 3.65 0.338
H -1.90 1.00 3.95 0.304
H -4.31 1.50 4.20 0.515
H -5.65 2.07 2.16 0.493
H -4.46 2.21 -0.03 0.551
H -0.11 1.69 4.83 0.389
H 1.24 2.81 4.81 0.467
H 1.52 1.11 4.50 0.413
H -1.21 3.97 2.93 0.289
H -0.50 4.26 1.35 0.257
H 0.37 4.74 2.80 0.498
H 2.77 1.42 1.67 0.184
H 2.92 3.06 2.31 0.546
H 2.26 2.80 0.69 0.153
H -1.90 -4.06 -1.62 0.430
H -3.17 -3.24 -3.57 0.497
H -3.47 -0.76 -3.86 0.492
H -2.48 0.73 -2.19 0.434
H -2.20 -1.35 3.18 0.069
H -3.69 -2.26 3.02 0.556
H -3.21 -1.15 1.74 0.147
H -0.29 -3.79 3.43 0.330
H -0.62 -5.23 2.47 0.262
H -1.80 -4.66 3.64 0.477
H -3.91 -3.71 0.15 0.365
H -3.94 -4.70 1.61 0.436
H -2.92 -5.17 0.25 0.318
H 1.27 -2.23 -2.00 -0.094
H 0.65 -3.70 -2.73 0.356
H 2.27 -3.69 -2.05 0.463
H 2.59 -3.05 1.08 0.368
H 2.75 -4.70 0.51 0.504
H 1.76 -4.36 1.92 0.360
H -0.52 -5.79 -1.40 0.387
H -0.86 -5.87 0.33 0.273
H 0.72 -6.32 -0.28 0.479
O -1.34 3.58 -1.48 -0.503
N -0.32 4.27 -2.05 -0.201
C -0.73 5.34 -2.64 0.966
C 0.28 6.12 -3.30 -0.262
N 1.10 6.74 -3.82 -0.433
C -2.11 5.73 -2.67 0.148
N -3.22 6.03 -2.68 -0.414
C 1.65 2.90 -4.26 -0.629
N 2.78 2.35 -3.52 0.185
C 4.05 2.50 -4.23 -1.235
C 2.61 1.47 -2.53 0.302
S 1.08 0.68 -2.29 -0.248
N 3.68 1.15 -1.78 0.200
C 4.71 2.13 -1.43 -1.299
C 3.77 -0.09 -1.03 -0.869
H 1.97 3.84 -4.71 0.463
H 0.82 3.10 -3.59 -0.085
H 1.34 2.21 -5.05 0.329
H 3.86 2.32 -5.29 0.428
H 4.77 1.77 -3.89 0.435
H 4.46 3.50 -4.11 0.342
H 4.41 3.12 -1.75 0.391
H 5.68 1.89 -1.86 0.349
H 4.81 2.14 -0.34 0.449
H 3.15 -0.86 -1.49 0.322
H 3.44 0.04 0.00 0.046
H 4.81 -0.41 -1.03 0.413



What are the energy relative to the best compared isomer or geometry (same formula, charge and spin) values for these records? In order: 36.1 44.8 32.2 kcal/mol.
What are the M values for these records? In order: 784.7 742.8 967.2 u.